Computed, not measured: C12H15N3O6Pt as an isolated structure at a distorted geometry, with ωB97M-V/def2-TZVPD.

Properties
- multiplicity = 1
- total charge = +2
- energy above the lowest of the compared OMol25 structures with the same formula, charge and spin (kJ/mol) = 246.4
- frontier orbital gap (spin up / spin down) (eV) = 5.8 / 5.8
- HOMO (spin up / spin down) (eV) = -16.590 / -16.589
- E_tot (eV) = -32670.2048
- maximum force (Eh/bohr) = 0.0629

The geometry in XYZ format:
```
37
Properties=species:S:1:pos:R:3:forces:R:3:lowdin_charge:R:1
Pt 0.128 -0.137 -0.621 0.063 0.096 2.006 1.71
O -1.383 1.205 -0.663 -0.714 1.151 0.219 -0.04
O 2.775 -2.710 0.556 -0.101 0.522 -0.465 0.23
O 1.600 -1.315 -0.791 1.584 -0.499 0.223 -0.20
O 0.347 -0.207 1.428 0.322 2.000 -1.627 -0.01
O -1.042 -1.655 -0.646 -0.511 -1.274 -0.194 -0.22
O 0.877 -1.534 3.151 -0.488 1.603 -1.287 0.24
N 0.682 1.856 -0.725 0.473 0.394 0.103 0.04
N 0.655 4.065 -0.490 -0.121 0.084 0.013 -0.05
N 2.752 2.985 -0.559 0.049 0.000 -0.031 0.28
C 1.443 3.005 -0.583 -0.098 -0.227 0.019 -0.32
C -2.538 -3.142 0.317 -0.059 0.159 -0.445 -0.05
C 1.086 5.453 -0.288 -0.029 -0.045 -0.034 0.04
C 0.324 -1.362 2.091 0.288 -2.929 1.344 -0.51
C -0.762 3.671 -0.516 0.088 0.078 -0.048 0.04
C -0.447 -3.025 -0.894 -0.254 -0.884 0.371 -0.16
C -1.689 -3.892 -0.764 -0.265 0.334 0.000 -0.04
C -0.427 -2.506 1.441 0.268 0.807 0.367 -0.09
C 1.736 -2.379 0.084 0.147 -0.426 0.143 -0.50
C -1.637 -1.977 0.693 -0.526 -1.110 0.131 -0.18
C -0.601 2.201 -0.651 0.050 -0.208 -0.004 -0.40
C 0.448 -3.158 0.333 0.206 0.476 -0.526 -0.08
H -2.120 -1.095 1.103 0.026 0.067 -0.146 0.18
H 0.775 -4.168 0.568 -0.320 -0.109 -0.014 0.19
H -2.784 -3.750 1.184 0.066 0.008 0.024 0.14
H 2.044 5.621 -0.777 -0.018 0.001 -0.023 0.10
H -1.297 4.102 -1.367 0.032 0.024 -0.026 0.17
H -0.680 -3.179 2.258 -0.084 -0.118 -0.206 0.19
H 0.057 -3.051 -1.854 -0.060 0.230 -0.044 0.18
H 3.249 2.114 -0.679 -0.001 0.006 0.030 0.15
H 1.161 5.681 0.774 0.010 -0.011 0.015 0.12
H -1.291 3.946 0.399 0.033 -0.029 0.045 0.17
H -2.217 -3.935 -1.713 -0.052 -0.050 0.031 0.13
H -1.418 -4.907 -0.480 0.024 0.022 0.041 0.14
H 3.298 3.828 -0.460 0.001 -0.020 0.033 0.14
H -3.465 -2.760 -0.106 -0.034 -0.123 -0.029 0.13
H 0.357 6.112 -0.752 0.004 0.001 -0.009 0.11
```
Forces are in eV/Å.